No. 1
Entry from OMol25: C3H3NO2S in the gas phase (wB97M-V/def2-TZVPD).

The geometry in XYZ format:
```
10
Properties=species:S:1:pos:R:3:forces:R:3
O -0.14249 -2.42679 0.21128 -0.3 1.8 -0.5
C -0.33043 -1.29112 -0.17992 0.1 -3.4 -0.2
O -0.89165 -1.05147 -1.40817 0.3 1.1 0.5
N -0.92999 0.39219 -1.60401 -0.3 -1.1 -0.1
C -0.50872 0.91968 -0.53889 0.5 1.5 0.3
C -0.01369 -0.01923 0.49814 0.6 0.8 0.6
S 1.82379 0.08630 0.74896 -0.3 0.8 0.2
H -0.40511 2.01587 -0.50700 -0.2 -0.6 0.0
H -0.45903 0.00708 1.50072 -0.2 0.2 -0.5
H 1.85732 1.36749 1.27888 -0.2 -1.0 -0.4
```
Forces are in eV/Å.

Computed properties:
* LUMO level: -0.1 eV
* structure (SMILES): O=C1ON=C[C@@H]1S
* Kohn-Sham gap: 0.3726 hartree
* energy above the lowest of the compared OMol25 structures with the same formula, charge and spin: 63.8 kcal per mole
* HOMO energy: -10.22 eV

No. 2
Entry from OMol25: 5 unconnected molecules or ions with the total composition C3H16N2O3 (wB97M-V/def2-TZVPD).

The geometry in XYZ format:
```
24
Properties=species:S:1:pos:R:3:forces:R:3
N 1.21231 0.50538 0.79884 -0.7 0.6 0.7
C 0.16849 1.31941 1.20135 2.2 0.9 1.5
C -0.20284 0.98134 2.70065 0.3 -2.1 -0.7
C -1.09474 1.01145 0.35405 -1.8 -1.0 -0.8
N -1.50575 -0.36197 0.28113 3.3 -0.1 1.0
H 3.41951 1.74123 -2.41735 0.1 -0.2 -0.1
H 1.06740 -0.41417 1.23331 -0.1 -0.3 -0.4
H 0.44221 2.40424 1.12092 -0.4 -0.9 -0.5
H -0.43536 -0.09613 2.59777 -0.6 0.5 0.4
H -1.07599 1.55220 2.98958 0.2 0.1 0.4
H 0.66035 0.93298 3.38174 -0.4 1.0 -0.2
H -1.93485 1.65352 0.66013 0.3 -0.1 0.0
H -0.71525 1.31462 -0.61323 0.3 0.4 -0.5
H -0.63854 -1.02745 0.14338 -1.8 1.5 0.9
H -1.87298 -0.55298 -0.66145 -1.4 -0.3 -1.2
H 3.75988 1.12359 -2.66589 -0.1 0.2 0.1
H -1.48920 -1.36255 -2.93648 -0.3 0.1 0.0
O -1.32901 -1.29926 -1.99215 0.4 -0.3 0.0
H 1.16831 0.15789 -0.85316 0.7 -0.2 0.0
H 0.21524 -0.66387 -1.81428 -0.3 0.2 -0.3
O 0.97374 -0.01851 -1.78874 -0.1 0.2 -0.2
H 0.19128 -3.64249 -0.47945 0.0 0.0 -0.3
H -0.75825 -2.44155 -1.00495 0.3 -0.5 -0.2
O -0.22597 -2.81693 -0.23572 -0.2 0.3 0.3
```
Forces are in eV/Å.

Computed properties:
* LUMO level: -4.3 eV
* Kohn-Sham gap: 0.1764 hartree
* energy above the lowest of the compared OMol25 structures with the same formula, charge and spin: 184.4 kcal per mole
* HOMO energy: -9.12 eV

No. 3
Entry from OMol25: 2 unconnected molecules or ions with the total composition C2H7O2 (wB97M-V/def2-TZVPD).

The geometry in XYZ format:
```
11
Properties=species:S:1:pos:R:3:forces:R:3
C 1.28557 0.69949 1.21907 0.3 -0.1 0.1
O 2.38648 1.11667 1.85030 -0.1 0.0 -0.1
H 1.38767 -0.30606 0.69545 -0.1 0.0 0.0
H 0.38390 0.55787 1.87601 -0.2 0.0 0.0
H 0.91147 1.36823 0.39697 0.0 0.1 -0.1
C -1.24464 -0.27838 -0.90456 0.0 0.1 0.0
O -0.97233 -1.44194 -1.68273 -0.1 -0.1 0.0
H -1.29013 -0.50551 0.15958 -0.1 0.0 0.1
H -0.48490 0.48924 -1.04052 0.1 0.0 0.0
H -2.20021 0.12236 -1.23819 -0.1 -0.1 0.0
H -0.16288 -1.82197 -1.33137 0.1 0.0 0.0
```
Forces are in eV/Å.

Computed properties:
* LUMO level: 3.8 eV
* net charge: -1
* Kohn-Sham gap: 0.2135 hartree
* energy above the lowest of the compared OMol25 structures with the same formula, charge and spin: 36.0 kcal per mole
* HOMO energy: -2.01 eV

No. 4
Entry from OMol25: a molecular structure, C34H42Cl5N5OPbSbSeSi3 (wB97M-V/def2-TZVPD).

The geometry in XYZ format:
```
93
Properties=species:S:1:pos:R:3:forces:R:3
Pb -0.49132 0.35809 -0.49366 -0.1 -0.2 0.0
Cl -0.32787 0.34454 -4.21916 0.0 -0.1 0.1
C -1.60386 -0.66472 -3.57691 0.0 0.1 -0.1
C -1.78254 -0.72022 -2.20622 0.1 0.2 0.1
C -2.83910 -1.49045 -1.76164 0.0 -0.1 0.1
Cl -3.11521 -1.56725 -0.03015 0.0 0.0 0.0
C -3.67726 -2.20884 -2.60773 0.0 0.0 0.1
Cl -4.96117 -3.16781 -1.98261 0.0 0.0 0.0
C -3.45818 -2.13738 -3.98281 0.0 0.0 0.0
Cl -4.47130 -3.00454 -5.05831 0.0 0.0 0.0
C -2.41589 -1.35253 -4.47709 0.0 0.0 -0.1
Cl -2.15313 -1.24071 -6.17300 0.0 0.0 0.1
N 1.36557 -1.06465 -1.55349 0.2 0.2 -0.1
C 2.44552 -0.34933 -2.20186 -0.3 0.0 0.1
C 3.45294 -0.99210 -2.85637 0.2 -0.1 -0.1
C 4.50534 -0.27295 -3.46974 -0.1 -0.1 0.0
C 4.53079 1.08761 -3.41001 0.0 0.1 0.0
C 3.48883 1.78638 -2.75402 0.1 0.1 0.0
C 3.44376 3.19884 -2.68709 0.1 0.0 -0.1
C 2.39850 3.82102 -2.07326 0.0 0.1 0.0
C 1.37544 3.02551 -1.52767 -0.1 0.0 0.0
N 1.38360 1.71463 -1.56794 0.1 -0.1 -0.1
C 2.43463 1.06828 -2.15750 -0.2 0.1 0.1
H 0.98137 -1.77251 -2.17269 0.0 0.1 0.0
H 1.70788 -1.53504 -0.71862 0.0 0.0 0.0
H 3.44704 -2.07620 -2.90280 0.0 0.1 0.0
H 5.28997 -0.81312 -3.98399 0.0 0.0 0.0
H 5.33619 1.65147 -3.86663 0.0 0.0 0.0
H 4.24603 3.77413 -3.13544 0.0 0.0 0.0
H 2.33438 4.89877 -2.01294 0.0 0.0 0.0
H 0.51632 3.49092 -1.04795 0.1 0.0 0.0
O 0.97611 -1.22900 1.38423 0.3 0.4 0.1
C 2.17293 -0.62247 1.62219 -0.2 -0.4 -0.2
C 3.32353 -1.26510 1.15198 0.0 -0.1 0.0
C 4.57924 -0.69223 1.26465 -0.1 0.0 0.0
C 4.71860 0.54736 1.87913 -0.1 0.0 0.0
C 3.58832 1.18600 2.35687 -0.1 0.0 0.0
C 2.30763 0.63565 2.21908 0.0 0.2 0.2
C 1.13900 1.36942 2.72429 0.2 0.1 -0.2
N 0.03252 0.83449 3.18086 0.0 0.4 0.0
C -0.75686 1.88496 3.59922 0.0 -0.2 0.0
C -0.11530 3.06707 3.38793 0.0 -0.1 -0.1
N 1.08750 2.72923 2.81213 0.0 -0.1 0.1
H 3.20954 -2.25021 0.70890 0.0 0.1 0.0
H 5.44813 -1.22174 0.89199 0.0 0.0 0.0
H 5.69533 0.99714 2.00378 -0.1 0.0 0.0
H 3.69879 2.13187 2.87662 0.0 0.0 0.0
H -1.73137 1.71884 4.02940 0.0 0.0 0.0
H -0.40435 4.08924 3.56921 0.0 -0.1 0.0
H 1.80421 3.37051 2.52183 0.0 0.0 0.0
C -4.60100 -1.14162 4.23755 0.2 -0.2 0.2
Si -5.49390 0.06769 3.17395 0.2 0.0 0.1
C -6.31592 1.40240 4.14179 -0.2 0.2 0.1
C -6.58403 -0.71521 1.92003 -0.2 -0.1 -0.3
Sb -0.41508 -1.89706 2.79702 -0.1 -0.3 0.1
Si -0.03142 -4.22468 1.73059 -0.2 0.2 0.1
C -1.21550 -5.42526 2.52679 -0.2 -0.2 0.1
C 1.70285 -4.88970 1.81146 0.3 -0.1 0.0
C -0.50984 -4.03777 -0.07248 -0.1 0.1 -0.3
Si 1.11336 -2.21961 4.85790 -0.2 0.0 -0.1
C 0.15951 -3.41073 5.92594 -0.2 -0.2 0.1
C 1.29823 -0.61693 5.77185 0.0 0.4 0.1
C 2.80165 -2.88134 4.45733 0.3 -0.1 -0.1
H -5.30214 -1.71895 4.84995 0.1 0.1 -0.1
H -3.91300 -0.61880 4.91066 0.0 -0.1 -0.1
H -4.02484 -1.84695 3.62839 0.0 0.1 0.1
H -7.21421 1.02440 4.64229 0.1 0.0 0.0
H -6.61749 2.22400 3.48618 0.0 0.0 0.1
H -5.64390 1.79779 4.90787 -0.1 0.0 0.0
H -7.50345 -1.08529 2.38553 0.1 0.0 -0.1
H -6.08556 -1.55677 1.42925 -0.1 0.1 0.0
H -6.86297 0.01268 1.15192 0.0 -0.1 0.0
H -1.06726 -5.52036 3.60642 0.0 0.0 -0.1
H -1.08474 -6.41971 2.08371 -0.1 0.1 0.1
H -2.25170 -5.11538 2.35326 0.1 -0.1 0.0
H 1.90756 -5.34657 2.78250 0.0 0.0 -0.1
H 2.45069 -4.10918 1.64868 0.0 -0.1 0.0
H 1.82982 -5.65621 1.04073 0.0 0.0 0.1
H -1.59837 -4.06897 -0.18454 0.1 0.0 0.0
H -0.08000 -4.85099 -0.66840 -0.1 0.1 0.0
H -0.16777 -3.08572 -0.49919 0.0 -0.1 0.1
H -0.73693 -2.93151 6.33321 0.1 -0.1 0.0
H 0.78558 -3.72304 6.76903 -0.1 0.0 0.0
H -0.15169 -4.31129 5.38888 0.1 0.0 0.1
H 0.33359 -0.12581 5.92990 0.1 0.0 0.0
H 1.94204 0.08237 5.22780 -0.1 -0.1 0.1
H 1.75369 -0.81862 6.74737 0.0 0.0 0.0
H 2.78827 -3.96058 4.29077 0.0 0.1 0.0
H 3.46630 -2.67071 5.30261 0.0 0.0 -0.1
H 3.22509 -2.40428 3.57009 0.0 0.0 0.1
Se -3.14374 2.45774 0.01891 0.0 0.2 -0.3
C -3.82362 1.51593 1.32455 0.5 0.1 0.0
N -4.21581 0.90200 2.23809 -0.4 -0.2 0.1
```
Forces are in eV/Å.

Computed properties:
* LUMO level: -2.9 eV
* net charge: +1
* Kohn-Sham gap: 0.2584 hartree
* energy above the lowest of the compared OMol25 structures with the same formula, charge and spin: 2.5 kcal per mole
* HOMO energy: -9.91 eV

The highest LUMO level belongs to which entry?
C2H7O2

energy above the lowest of the compared OMol25 structures with the same formula, charge and spin of number 4 (C34H42Cl5N5OPbSbSeSi3)?
2.5 kcal per mole

The lowest HOMO energy belongs to which entry?
C3H3NO2S

Which of these has the lowest HOMO energy?
C3H3NO2S